1.
Density functional theory data (ωB97M-V/def2-TZVPD) for a cluster of 2 separate species, C5H12S in total.

Positions of all 18 atoms, in Å:
C (1.518, 1.379, 0.147)
C (1.252, 1.597, 1.630)
S (-0.288, 2.553, 1.920)
H (1.919, 0.393, -0.092)
H (0.562, 1.384, -0.386)
H (2.067, 2.163, -0.374)
H (2.039, 2.113, 2.171)
H (1.108, 0.656, 2.155)
H (0.258, 3.754, 1.967)
C (-2.164, -1.275, -1.382)
C (-0.748, -1.469, -0.894)
C (-0.203, -2.617, -0.521)
H (-2.179, -0.294, -1.855)
H (-2.855, -1.374, -0.543)
H (-2.543, -1.989, -2.115)
H (-0.081, -0.648, -1.072)
H (0.852, -2.666, -0.239)
H (-0.515, -3.657, -0.516)

Properties
F_max, hartree/bohr: 0.0355
Highest occupied orbital energy, eV: -9.1
SMILES string: C=CC.CCS
Energy above the lowest of the compared OMol25 structures with the same formula, charge and spin, kcal/mol: 30.6
HOMO-LUMO gap, eV: 10.01
Charge: 0
Multiplicity: 1

Here are the natural (NBO) charges for atoms 1 to 5, given in e:
1. C -0.63
2. C -0.51
3. S -0.06
4. H 0.21
5. H 0.21

2.
Density functional theory data (ωB97M-V/def2-TZVPD) for a cluster of 2 separate species, C5H12S2 in total.

Positions of all 19 atoms, in Å:
C (-0.273, -0.296, 1.893)
C (-1.455, 0.790, 0.055)
C (1.165, 0.412, -1.781)
C (-0.027, 0.458, 0.550)
C (0.863, -0.224, -0.400)
S (2.502, -0.812, 0.053)
S (-0.324, -2.348, -0.780)
H (0.660, -0.579, 2.237)
H (-0.870, -1.092, 1.589)
H (-0.610, 0.499, 2.674)
H (-2.145, 1.047, 0.861)
H (-1.701, -0.067, -0.460)
H (-1.325, 1.662, -0.505)
H (0.215, 0.459, -2.246)
H (1.608, 1.525, -1.641)
H (1.719, -0.155, -2.436)
H (0.689, 1.348, 0.870)
H (2.069, -1.768, 1.019)
H (-0.267, -2.516, -2.114)

Properties
F_max, hartree/bohr: 0.0893
<S²>: 2.01
Highest occupied orbital energy (spin up / spin down), eV: -6.3 / -9.3
Energy above the lowest of the compared OMol25 structures with the same formula, charge and spin, kcal/mol: 0.0
HOMO-LUMO gap (spin up / spin down), eV: 6.97 / 6.64
Charge: 0
Multiplicity: 3

Here are the natural (NBO) charges for atoms 1 to 5, given in e:
1. C -0.60
2. C -0.61
3. C -0.69
4. C -0.31
5. C -0.10

3.
Density functional theory data (ωB97M-V/def2-TZVPD) for a cluster of 2 separate species, C5H12SSi in total.

Positions of all 19 atoms, in Å:
C (-3.866, 0.891, -1.067)
C (-2.990, 0.062, -0.558)
C (2.165, 1.662, 0.138)
C (0.345, -0.227, -1.549)
C (1.005, -1.006, 1.326)
Si (0.759, 0.432, 0.125)
S (-0.908, 1.638, 0.708)
H (-4.535, 0.650, -1.937)
H (-4.013, 1.933, -0.831)
H (-2.717, -0.870, -0.885)
H (2.245, 2.027, -0.902)
H (2.159, 2.386, 0.954)
H (3.085, 1.101, 0.311)
H (1.271, -0.330, -2.099)
H (-0.056, -1.235, -1.290)
H (-0.336, 0.314, -2.268)
H (0.093, -1.370, 1.841)
H (1.621, -1.775, 1.018)
H (1.710, -0.536, 2.194)

Properties
F_max, hartree/bohr: 0.0836
Highest occupied orbital energy (spin up / spin down), eV: -8.6 / -8.6
Energy above the lowest of the compared OMol25 structures with the same formula, charge and spin, kcal/mol: 84.2
HOMO-LUMO gap (spin up / spin down), eV: 6.87 / 6.87
Charge: 0
Multiplicity: 1

Here are the natural (NBO) charges for atoms 1 to 5, given in e:
1. C -0.49
2. C 0.01
3. C -1.12
4. C -1.15
5. C -1.12

4.
Density functional theory data (ωB97M-V/def2-TZVPD) for a cluster of 2 separate species, C5H13BF3NO in total.

Positions of all 24 atoms, in Å:
C (-2.147, -1.848, -0.216)
C (-0.854, -1.936, 0.734)
C (0.136, -0.768, 0.234)
C (1.382, -0.645, 1.234)
N (2.314, 0.417, 0.715)
B (1.834, 1.752, 1.083)
C (1.841, 3.013, 0.043)
F (1.484, 4.189, 0.697)
F (3.040, 3.192, -0.631)
F (0.861, 2.831, -0.957)
H (-2.434, -2.833, -0.678)
H (-2.997, -1.406, 0.378)
H (-1.932, -1.112, -1.057)
H (-0.359, -2.950, 0.715)
H (-1.095, -1.660, 1.811)
H (0.473, -0.951, -0.839)
H (-0.508, 0.173, 0.249)
H (0.963, -0.348, 2.236)
H (1.895, -1.644, 1.368)
H (2.245, 0.337, -0.314)
H (1.378, 1.928, 2.160)
O (-2.456, -0.190, -2.714)
H (-3.005, -0.227, -3.506)
H (-2.056, 0.687, -2.747)

Properties
F_max, hartree/bohr: 0.0628
Highest occupied orbital energy, eV: -10.3
SMILES string: CCCCNBC(F)(F)F.O
HOMO-LUMO gap, eV: 10.71
Charge: 0
Multiplicity: 1

Here are the natural (NBO) charges for atoms 1 to 5, given in e:
1. C -0.64
2. C -0.41
3. C -0.41
4. C -0.22
5. N -0.82

5.
Density functional theory data (ωB97M-V/def2-TZVPD) for the molecule C5H13BO2S.

Positions of all 22 atoms, in Å:
B (3.066, 0.128, 0.596)
C (2.661, -1.064, -0.432)
C (-1.730, 0.558, 0.371)
C (-0.893, 0.796, -0.932)
C (-2.660, -0.713, 0.321)
C (0.599, 0.508, -0.671)
O (0.629, -1.497, 1.058)
O (-1.975, -1.908, -0.242)
S (0.861, -1.246, -0.329)
H (2.983, -2.023, 0.063)
H (2.543, 0.028, 1.603)
H (3.079, -0.925, -1.429)
H (3.892, 0.906, 0.041)
H (-0.965, 0.226, 1.223)
H (-2.380, 1.309, 0.666)
H (-1.214, 1.763, -1.250)
H (-1.275, 0.102, -1.607)
H (-3.458, -0.677, -0.343)
H (-2.986, -1.028, 1.292)
H (1.231, 0.604, -1.546)
H (0.986, 1.067, 0.110)
H (-1.477, -2.140, 0.438)

Properties
F_max, hartree/bohr: 0.1257
Highest occupied orbital energy, eV: -8.9
Energy above the lowest of the compared OMol25 structures with the same formula, charge and spin, kcal/mol: 87.4
HOMO-LUMO gap, eV: 9.06
Charge: 0
Multiplicity: 1

Here are the natural (NBO) charges for atoms 1 to 5, given in e:
1. B 0.43
2. C -1.00
3. C -0.43
4. C -0.43
5. C -0.07

6.
Density functional theory data (ωB97M-V/def2-TZVPD) for the molecule C5H13BOS.

Positions of all 21 atoms, in Å:
B (1.668, -1.042, 0.950)
C (2.858, -1.922, 1.369)
C (-1.692, 1.334, -2.300)
C (-0.695, 0.807, -1.209)
C (-1.568, 0.751, 0.082)
C (-1.012, 0.076, 1.335)
O (1.820, 0.100, 0.413)
S (-0.160, -1.564, 1.221)
H (3.594, -2.050, 0.545)
H (2.464, -2.976, 1.627)
H (3.423, -1.502, 2.256)
H (-2.300, 0.446, -2.561)
H (-1.182, 1.590, -3.181)
H (-2.217, 2.192, -1.932)
H (0.344, 1.222, -1.257)
H (-0.667, -0.268, -1.458)
H (-2.504, 0.146, -0.231)
H (-2.058, 1.598, 0.558)
H (-0.646, 0.827, 2.068)
H (-1.905, -0.368, 1.782)
H (2.435, 0.603, -0.075)

Properties
F_max, hartree/bohr: 0.0808
Highest occupied orbital energy, eV: -8.7
SMILES string: CCCCSB(C)O
Energy above the lowest of the compared OMol25 structures with the same formula, charge and spin, kcal/mol: 0.0
HOMO-LUMO gap, eV: 9.11
Charge: 0
Multiplicity: 1

Here are the natural (NBO) charges for atoms 1 to 5, given in e:
1. B 0.81
2. C -1.02
3. C -0.60
4. C -0.41
5. C -0.41

7.
Density functional theory data (ωB97M-V/def2-TZVPD) for a cluster of 2 separate species, C5H13BS in total.

Positions of all 20 atoms, in Å:
B (-0.437, -0.247, -0.283)
C (0.184, 2.272, -0.135)
C (2.478, -1.263, 0.591)
C (-3.099, -0.914, -0.287)
C (-0.657, 1.193, 0.512)
C (1.619, -1.045, -0.628)
S (-1.518, -1.452, -1.066)
H (0.378, 3.146, 0.645)
H (1.134, 1.769, -0.440)
H (-0.197, 2.816, -0.999)
H (3.568, -1.380, 0.238)
H (2.671, -0.474, 1.396)
H (2.219, -2.149, 1.125)
H (-3.056, 0.196, -0.403)
H (-3.037, -1.194, 0.823)
H (-3.917, -1.519, -0.733)
H (-0.211, 1.062, 1.567)
H (-1.649, 1.532, 0.688)
H (2.088, -0.362, -1.362)
H (1.439, -1.986, -1.248)

Properties
F_max, hartree/bohr: 0.0656
Highest occupied orbital energy, eV: -8.4
Energy above the lowest of the compared OMol25 structures with the same formula, charge and spin, kcal/mol: 36.4
HOMO-LUMO gap, eV: 9.00
Charge: 0
Multiplicity: 1

Here are the natural (NBO) charges for atoms 1 to 5, given in e:
1. B 0.54
2. C -0.60
3. C -0.65
4. C -0.74
5. C -0.80

8.
Density functional theory data (ωB97M-V/def2-TZVPD) for a cluster of 2 separate species, C5H13BrN in total.

Positions of all 20 atoms, in Å:
C (-0.926, -0.437, -1.948)
C (1.163, -0.725, 1.196)
C (-0.869, 0.495, 1.323)
C (-0.408, -1.005, -0.613)
C (0.847, 1.604, -0.355)
N (0.098, -0.178, 0.417)
Br (2.638, 1.451, -0.767)
H (-0.417, 0.382, -2.292)
H (-0.825, -1.267, -2.672)
H (-1.957, -0.198, -1.826)
H (0.704, -1.380, 1.893)
H (1.874, -1.232, 0.627)
H (1.644, -0.114, 1.900)
H (-1.583, -0.183, 1.793)
H (-0.428, 1.036, 2.155)
H (-1.504, 1.197, 0.879)
H (0.488, -1.707, -0.944)
H (-1.317, -1.536, -0.373)
H (0.140, 1.731, -1.039)
H (0.637, 2.068, 0.646)

Properties
F_max, hartree/bohr: 0.1215
Highest occupied orbital energy, eV: -14.5
Energy above the lowest of the compared OMol25 structures with the same formula, charge and spin, kcal/mol: 85.4
HOMO-LUMO gap, eV: 9.76
Charge: +1
Multiplicity: 1

Here are the natural (NBO) charges for atoms 1 to 5, given in e:
1. C -0.60
2. C -0.43
3. C -0.45
4. C -0.25
5. C -0.20

9.
Density functional theory data (ωB97M-V/def2-TZVPD) for a structure of composition C5H13ClI2O2PTl.

Positions of all 25 atoms, in Å:
I (-3.033, -1.797, 0.222)
I (-2.721, 1.340, 0.568)
Tl (1.774, -0.768, 1.190)
P (0.371, -0.173, -1.379)
C (-1.013, -0.150, -2.562)
C (1.398, 1.194, -2.047)
H (2.332, -1.620, -1.564)
H (1.488, -1.395, -3.138)
H (0.799, -2.498, -1.896)
C (1.354, -1.567, -2.062)
H (2.363, 1.226, -1.524)
H (1.551, 1.031, -3.124)
H (-0.599, -0.161, -3.582)
H (-1.624, 0.744, -2.390)
H (0.871, 2.142, -1.888)
H (-1.635, -1.035, -2.390)
C (-4.081, -0.220, 1.344)
O (-4.978, -0.254, 2.114)
Cl (4.092, 0.049, 0.276)
C (-0.128, 0.774, 3.907)
O (1.170, 0.254, 3.562)
H (-0.824, 0.555, 3.090)
H (-0.071, 1.863, 4.034)
H (-0.508, 0.321, 4.841)
H (1.651, 0.145, 4.398)

Properties
F_max, hartree/bohr: 0.0809
Highest occupied orbital energy (spin up / spin down), eV: -15.9 / -15.7
Energy above the lowest of the compared OMol25 structures with the same formula, charge and spin, kcal/mol: 17.9
HOMO-LUMO gap (spin up / spin down), eV: 5.73 / 4.08
Charge: +2
Multiplicity: 1

Here are the Mulliken charges for atoms 1 to 5, given in e:
1. I 0.45
2. I 0.38
3. Tl 0.77
4. P 0.39
5. C -0.98

10.
Density functional theory data (ωB97M-V/def2-TZVPD) for a structure of composition C5H13ClN2.

Positions of all 21 atoms, in Å:
C (0.019, -1.233, -1.975)
C (0.948, -0.078, -1.413)
C (0.844, 0.349, 0.039)
C (-0.510, 0.506, 0.372)
C (-0.643, 1.315, 1.662)
H (-0.737, -2.163, -1.063)
H (-1.166, -0.797, -2.838)
H (0.982, -1.671, -2.814)
H (2.003, -0.580, -1.506)
H (1.177, -0.489, 0.658)
H (1.670, 1.001, -0.001)
H (-1.216, 1.130, -0.350)
H (-0.546, -1.834, -0.191)
H (-2.157, -1.290, 0.376)
H (-1.572, 1.296, 2.102)
H (-0.440, 2.399, 1.287)
H (1.282, 0.960, 2.120)
H (-0.009, 0.000, 3.010)
N (-1.014, -0.981, 0.508)
N (0.372, 0.962, 2.686)
Cl (0.714, 1.200, -2.670)

Properties
F_max, hartree/bohr: 0.1233
Highest occupied orbital energy, eV: -8.6
Energy above the lowest of the compared OMol25 structures with the same formula, charge and spin, kcal/mol: 158.1
HOMO-LUMO gap, eV: 8.99
Charge: 0
Multiplicity: 1

Here are the natural (NBO) charges for atoms 1 to 5, given in e:
1. C -0.59
2. C -0.22
3. C -0.52
4. C -0.06
5. C -0.21

Question: The highest charge belongs to which entry?
Answer: C5H13ClI2O2PTl